(one)
The following is a quantum chemistry calculation of an isolated molecule of C3H2ClFO2, from OMol25.

Each line ends with the natural charge from an NBO analysis.
Cartesian coordinates (Å):
C  0.477  -0.701  0.684  0.1280
C  0.317  -0.102  -0.680  0.4404
C  -0.669  1.166  -0.597  0.3398
H  1.332  -1.374  0.680  0.2071
H  -1.464  1.065  0.192  0.1368
O  0.752  -0.604  -1.660  -0.4376
O  -0.409  2.166  -1.192  -0.4473
F  0.580  0.245  1.641  -0.3145
Cl  -0.917  -1.860  0.932  -0.0528

Results
HOMO-LUMO gap = 0.342 Eh
SMILES string = O=CC(=O)[C@@H](F)Cl
HOMO = -10.040 eV



(two)
The following is a quantum chemistry calculation of an isolated molecule of C3H2ClFO2, from OMol25.

Each line ends with the natural charge from an NBO analysis.
Cartesian coordinates (Å):
C  0.873  0.347  -0.277  0.3292
C  -0.302  -0.050  0.211  -0.0217
C  -1.974  -1.691  0.286  0.6467
H  -0.892  0.551  0.865  0.2316
H  -2.108  -2.731  0.069  0.1330
O  -0.742  -1.338  -0.129  -0.4847
O  -2.724  -1.003  0.936  -0.5637
F  1.537  -0.444  -1.046  -0.2815
Cl  1.489  1.957  0.042  0.0112

Results
HOMO-LUMO gap = 0.381 Eh
SMILES string = O=CO/C=C(\F)Cl
HOMO = -9.625 eV



Which is most stable, and by how much? (two), by 0.0098 hartree.



(one)
The following is a quantum chemistry calculation of a cluster of 2 separate species, C14H16O in total, from OMol25.

Each line ends with the Mulliken spin population.
Cartesian coordinates (Å):
C  -1.004  -4.976  -2.315  -0.0001
C  0.158  -1.376  -0.375  -0.0038
C  1.094  -2.377  -0.500  0.0044
C  -1.185  -1.545  -0.750  -0.0004
C  0.703  -3.602  -1.060  0.0008
C  -1.506  -2.711  -1.416  0.0000
C  -0.596  -3.772  -1.497  -0.0005
H  0.518  -0.461  0.090  0.0147
H  2.043  -2.329  0.009  0.0003
H  -1.803  -0.729  -0.437  0.0045
H  1.407  -4.421  -1.095  0.0002
H  -2.523  -2.846  -1.751  -0.0001
H  -1.729  -5.618  -1.832  0.0000
H  -0.128  -5.473  -2.729  0.0000
H  -1.400  -4.613  -3.270  0.0000
C  -1.604  1.802  -0.899  0.0032
C  -0.546  2.081  0.092  0.2533
C  -0.631  1.631  1.440  0.0318
C  0.451  3.045  -0.256  0.0283
C  0.269  2.076  2.358  0.1190
C  1.391  3.463  0.631  0.0877
C  1.274  2.994  1.961  0.2457
O  2.113  3.504  2.830  0.1491
H  -1.109  1.652  -1.870  0.0352
H  -2.093  2.744  -1.192  0.0431
H  -1.472  1.041  1.781  0.0005
H  0.451  3.429  -1.270  -0.0014
H  0.179  1.754  3.388  -0.0033
H  2.036  4.281  0.358  -0.0020
H  1.800  3.306  3.726  -0.0054
H  -2.272  1.008  -0.618  -0.0046

Results
charge = +1
HOMO-LUMO gap (alpha / beta) = 0.286 / 0.152 Eh
⟨S²⟩ = 0.77
HOMO (alpha / beta) = -11.515 / -11.513 eV
2S+1 = 2



(two)
The following is a quantum chemistry calculation of a cluster of 2 separate species, C14H16O in total, from OMol25.

Each line ends with the Mulliken spin population.
Cartesian coordinates (Å):
C  -0.298  -5.347  -0.893  -0.0001
C  -0.840  -1.087  -1.047  0.0055
C  0.387  -1.644  -1.060  -0.0009
C  -2.070  -1.917  -1.024  0.0011
C  0.564  -3.002  -1.040  0.0001
C  -1.814  -3.309  -0.981  0.0002
C  -0.469  -3.897  -1.028  -0.0002
H  -0.966  -0.003  -0.853  -0.0006
H  1.247  -1.072  -0.932  -0.0002
H  -3.089  -1.495  -1.145  0.0001
H  1.561  -3.478  -0.877  0.0000
H  -2.660  -3.924  -0.765  -0.0001
H  0.615  -5.686  -1.352  0.0000
H  -1.102  -5.845  -1.527  0.0000
H  -0.308  -5.704  0.156  0.0000
C  3.118  3.622  0.625  0.0225
C  -0.772  1.998  1.005  0.2130
C  0.273  1.373  1.702  0.0118
C  -0.547  3.196  0.240  0.2021
C  1.534  1.979  1.424  0.1071
C  0.725  3.697  -0.025  -0.0320
C  1.821  3.152  0.600  0.2291
O  -1.995  1.496  1.129  0.1495
H  0.231  0.600  2.489  -0.0013
H  -1.897  0.657  1.617  -0.0057
H  -1.493  3.588  -0.233  -0.0017
H  2.256  1.648  2.139  -0.0009
H  0.853  4.673  -0.514  0.0011
H  3.835  3.159  -0.194  0.0761
H  3.742  3.418  1.557  0.0114
H  3.471  4.611  0.408  0.0129

Results
charge = +1
HOMO-LUMO gap (alpha / beta) = 0.274 / 0.142 Eh
⟨S²⟩ = 0.77
HOMO (alpha / beta) = -11.383 / -11.383 eV
2S+1 = 2



Which is most stable, and by how much? (one), by 0.0494 hartree.